[1]
The following is a quantum chemistry calculation of a structure of composition C52H44AsF8N4O3OsS, from the Open Molecules 2025 dataset.

Structure (ORCA input):
```
! wB97M-V def2-TZVPD RIJCOSX def2/J DEFGRID3
* xyz 1 1
Os -0.38228 1.56510 -0.90325
C 1.28236 -5.09076 -3.53029
C 0.68257 -3.71301 -3.56872
C -0.70006 -3.53971 -3.47243
C -1.26157 -2.27813 -3.50480
C -0.42826 -1.16860 -3.62172
C 0.93986 -1.31767 -3.77213
C 1.48518 -2.59160 -3.74863
S -1.13299 0.42797 -3.47935
O -2.16675 0.60575 -4.44450
O -0.02763 1.39244 -3.39755
N -1.66899 0.51547 -1.94943
C -2.97780 0.38236 -1.47688
C -4.05138 -0.21467 -2.07259
C -5.29056 -0.24268 -1.39711
C -5.44510 0.33583 -0.17007
C -4.34781 0.98395 0.44676
C -4.44692 1.69192 1.66232
C -3.35497 2.34990 2.14257
C -2.14077 2.27165 1.44338
N -1.99018 1.58966 0.32603
C -3.10687 0.97403 -0.20471
H 0.69657 -5.75738 -2.89767
H 2.30558 -5.06443 -3.15738
H 1.30785 -5.52173 -4.53364
H -1.34097 -4.40756 -3.36999
H -2.33593 -2.15714 -3.43567
H 1.56618 -0.44852 -3.90783
H 2.55652 -2.71187 -3.85758
H -3.97252 -0.61950 -3.07163
H -6.13388 -0.71762 -1.88026
H -6.40442 0.33728 0.33010
H -5.39664 1.72955 2.18177
H -3.39844 2.93649 3.04859
H -1.27790 2.77528 1.83376
F 4.46561 6.14850 1.37382
C 3.17848 6.22134 1.73442
F 2.68940 7.37866 1.27874
F 3.12131 6.24041 3.06895
C 2.40631 5.05468 1.15859
C 2.35127 4.89472 -0.21452
C 1.64091 3.82861 -0.72372
N 1.00428 2.94550 0.05879
C 1.07645 3.10602 1.38604
C 1.76590 4.14390 1.97762
H 2.84280 5.58550 -0.88543
H 1.54826 3.68603 -1.79007
H 0.61411 2.33895 1.98768
H 1.80481 4.22689 3.05406
C 0.03313 -7.08355 0.40880
C -0.00074 -5.59920 0.64450
C 0.97766 -4.96291 1.38992
C 0.97375 -3.58752 1.61675
C 2.08462 -3.06166 2.49369
C -0.04669 -2.80330 1.04671
As -0.29532 -0.84917 1.19704
N 0.60080 0.02382 -0.29771
C 1.87563 -0.29004 -0.83628
C 2.52917 0.63231 -1.66080
C 3.81831 0.39741 -2.10393
C 4.47444 -0.77647 -1.75188
C 3.80768 -1.72592 -0.99220
C 2.51667 -1.48984 -0.54524
C 0.63791 -0.40898 2.87261
C 1.86442 0.22069 3.11703
C 2.84751 0.64423 2.05556
C 2.27918 0.40841 4.43627
C 1.53425 -0.01811 5.52147
C 2.03979 0.12133 6.93082
C 0.30043 -0.60234 5.26148
C -0.16973 -0.78946 3.97008
C -1.53980 -1.41191 3.81126
C -1.06499 -3.44337 0.31028
C -2.22621 -2.69486 -0.29018
C -1.02778 -4.81886 0.12975
H 0.95278 -7.52621 0.78792
H -0.04511 -7.31236 -0.65525
H -0.80734 -7.57202 0.90530
H 1.78468 -5.55245 1.81231
H 2.93735 -3.73984 2.45366
H 1.75666 -3.00447 3.53457
H 2.42587 -2.07171 2.20954
H 2.02189 1.53423 -1.98204
H 4.31396 1.13250 -2.72510
H 5.49049 -0.95132 -2.08028
H 4.29476 -2.65896 -0.73764
H 1.99103 -2.24942 0.00945
H 2.38236 0.87238 1.10581
H 3.58336 -0.14443 1.87387
H 3.39792 1.52634 2.38685
H 3.23390 0.89539 4.60965
H 2.96046 0.70128 6.96769
H 2.24394 -0.86163 7.35888
H 1.30048 0.60520 7.57033
H -0.32106 -0.92050 6.09243
H -2.00694 -1.53426 4.78673
H -1.49154 -2.39865 3.34352
H -2.19834 -0.79279 3.19674
H -2.86237 -2.24632 0.47726
H -2.84023 -3.36628 -0.89027
H -1.88163 -1.89371 -0.93947
H -1.83059 -5.29487 -0.42458
F -3.47443 6.32032 -5.43874
C -2.90686 5.57618 -4.49314
C -1.61582 5.84024 -4.07175
F -0.92477 6.83819 -4.61876
C -1.04238 5.06391 -3.08602
F 0.21766 5.34521 -2.70792
C -1.71058 4.00296 -2.47092
O -1.10707 3.33332 -1.49313
C -3.00749 3.76945 -2.91569
F -3.74732 2.80512 -2.34646
C -3.59746 4.53298 -3.90888
F -4.84532 4.26454 -4.28669
*
```

Summary:
- energy above the lowest of the compared OMol25 structures with the same formula, charge and spin (eV) = 0.0000
- frontier orbital gap (spin up / spin down) (eV) = 5.882 / 5.896
- electronic energy (Eh) = -5976.0527

[2]
The following is a quantum chemistry calculation of an isolated molecule of C5H4O, from the Open Molecules 2025 dataset.

Structure (ORCA input):
```
! wB97M-V def2-TZVPD RIJCOSX def2/J DEFGRID3
* xyz 0 1
C 2.81043 1.09571 0.37235
C 1.76292 0.50843 0.26617
C 0.58098 -0.28813 0.40576
C -0.48837 -0.38896 -0.35126
C -1.68740 -0.70746 -0.77531
O -2.83315 -0.04349 -0.45591
H 3.74024 1.59744 0.51411
H 0.58776 -0.89664 1.30819
H -1.87424 -1.53603 -1.45129
H -2.59917 0.65913 0.16718
*
```

Summary:
- energy above the lowest of the compared OMol25 structures with the same formula, charge and spin (eV) = 2.5127
- SMILES = C#CC=C=CO
- frontier orbital gap (eV) = 9.806
- electronic energy (Eh) = -268.0200

energy above the lowest of the compared OMol25 structures with the same formula, charge and spin of number 1 (C52H44AsF8N4O3OsS)? 0.0000 eV

Look up the energy above the lowest of the compared OMol25 structures with the same formula, charge and spin of the first one. 0.0000 eV

Which formula does entry 2 have? C5H4O

Which of these has the highest electronic energy? C5H4O